ORCA calculation (ωB97M-V/def2-TZVPD) on a structure of composition C18H25F6MnNO17S2 at a distorted geometry.

Each line ends with the Löwdin spin population.
CARTESIAN COORDINATES (ANGSTROEM)
Mn1 0.01 0.38 -0.05  4.6634
C1 2.55 1.04 -3.27  0.0016
F1 3.04 0.65 -4.43  0.0005
F2 3.36 2.01 -2.82  0.0001
F3 1.34 1.55 -3.36  0.0002
S1 2.67 -0.41 -2.01  0.0082
O1 1.74 -1.37 -2.52  0.0019
O2 4.05 -0.80 -2.07  0.0059
N1 2.01 0.25 -0.50  0.0330
S2 3.25 0.66 0.42  0.0090
O3 4.39 1.25 -0.23  0.0046
O4 2.79 1.47 1.54  0.0031
C2 3.78 -0.97 1.27  0.0018
F4 3.67 -1.98 0.43  0.0002
F5 5.02 -0.86 1.72  0.0006
F6 3.02 -1.17 2.34  0.0003
O5 -1.89 0.64 0.48  0.0911
H1 -2.56 0.72 1.14  0.0089
C3 -1.96 -6.05 1.07  0.0001
C4 -2.36 -4.60 0.91  0.0004
C5 -2.45 -3.70 2.16  0.0001
O6 -1.88 -2.48 1.70  0.0005
C6 -1.14 -2.71 0.61  0.0037
O7 -0.40 -1.93 0.10  0.0269
O8 -1.30 -3.95 0.18  0.0011
H2 -1.82 -6.72 0.22  0.0000
H3 -2.64 -6.60 1.73  0.0000
H4 -1.03 -6.10 1.63  0.0000
H5 -3.24 -4.38 0.30  0.0000
H6 -1.97 -4.15 3.03  0.0000
H7 -3.49 -3.51 2.44  0.0000
C7 3.72 5.73 -1.56  0.0000
C8 3.16 4.60 -0.73  0.0003
C9 2.60 5.04 0.63  0.0002
O9 1.45 4.22 0.80  0.0018
C10 1.21 3.57 -0.34  0.0074
O10 0.42 2.66 -0.41  0.0279
O11 2.05 3.90 -1.31  0.0019
H8 2.95 6.49 -1.68  0.0000
H9 4.12 5.37 -2.50  0.0000
H10 4.49 6.15 -0.91  0.0000
H11 3.96 3.87 -0.57  0.0001
H12 2.26 6.08 0.66  0.0000
H13 3.29 4.92 1.47  0.0000
C11 -4.20 -0.49 -4.79  0.0001
C12 -2.69 -0.33 -4.76  0.0003
C13 -2.21 1.12 -4.96  0.0003
O12 -1.42 1.34 -3.81  0.0019
C14 -1.33 0.28 -3.04  0.0082
O13 -0.67 0.17 -2.06  0.0365
O14 -2.18 -0.70 -3.47  0.0025
H14 -4.64 0.22 -4.09  0.0000
H15 -4.45 -1.48 -4.41  0.0000
H16 -4.63 -0.40 -5.79  0.0000
H17 -2.24 -1.07 -5.42  0.0000
H18 -3.04 1.81 -5.09  0.0000
H19 -1.57 1.10 -5.85  0.0000
C15 -2.93 -0.90 4.90  0.0001
C16 -1.51 -0.32 4.92  0.0001
C17 -0.43 -1.38 5.17  0.0005
O15 0.46 -1.21 4.07  0.0019
C18 -0.03 -0.31 3.20  0.0065
O16 0.46 -0.08 2.14  0.0326
O17 -1.18 0.21 3.64  0.0010
H20 -3.69 -0.13 4.77  0.0000
H21 -3.02 -1.34 5.90  0.0000
H22 -3.14 -1.67 4.17  0.0000
H23 -1.32 0.45 5.68  0.0000
H24 -0.73 -2.43 5.14  0.0001
H25 0.08 -1.23 6.12  0.0000

As for the energy above the lowest of the compared OMol25 structures with the same formula, charge and spin: 0.3213 eV. The HOMO energy (alpha / beta) comes out at -7.42 / -7.85 eV. Its spin multiplicity is 6. The largest force on an atom comes out at 0.0871 hartree/bohr. For the frontier orbital gap (alpha / beta), the calculation gives 7.8 / 8.2 eV.